[1]
DFT (ωB97M-V/def2-TZVPD) results for a 12-piece molecular cluster, C4H33N2O11 overall.

```
50
Properties=species:S:1:pos:R:3:forces:R:3
C -3.64847 0.33311 -1.04310 -0.02 0.36 -0.77
C -2.79396 -0.67029 -0.25742 -0.30 0.21 0.44
C -1.43057 -1.05969 -0.82084 0.24 0.80 -1.37
N -0.36689 -0.23312 -0.31556 0.14 -0.45 0.20
C 0.47623 -0.59654 0.71999 -0.80 0.35 -0.39
N 1.42167 0.32715 1.08857 1.27 0.08 0.07
H -4.58113 -0.12054 -1.35788 -0.29 -0.08 0.02
H -3.90260 1.25048 -0.51164 0.03 -0.16 0.36
H -3.21050 0.70370 -1.97430 0.39 -0.25 0.00
H -2.58804 -0.19710 0.70464 0.02 -0.39 0.19
H -3.41221 -1.55105 -0.08793 0.05 -0.16 0.15
H -1.22520 -2.13295 -0.81809 0.25 0.00 0.97
H -1.38189 -0.91689 -1.90517 -0.56 0.24 -0.11
H -0.17808 0.65204 -0.74020 -0.01 -0.01 -0.42
H 0.43480 -1.56860 1.15018 0.05 -0.19 -0.03
H 2.09915 0.02839 1.75021 0.17 -0.05 0.43
H 1.44655 1.31379 0.90725 -0.63 0.02 -0.08
H 1.23834 -4.67725 2.37697 -0.38 0.07 0.29
H 0.82899 -3.17695 2.74848 -0.13 -0.62 -0.25
O 1.45116 -3.75238 2.25527 0.48 0.39 -0.10
H 2.15230 0.87304 4.93089 -0.29 0.38 0.29
H 0.93039 1.78598 4.47099 0.20 -0.19 0.43
O 1.57444 1.12370 4.20673 0.33 -0.29 -0.59
H -0.42488 2.83329 0.69275 0.05 0.74 0.58
H -1.12922 3.65640 1.89372 0.26 0.07 -0.69
O -0.82730 2.79874 1.57880 -0.53 -0.46 0.62
H -0.76874 1.50863 3.00000 -0.25 -0.37 -0.57
H -2.01119 0.59651 3.13571 0.06 0.13 -0.20
O -1.06055 0.62264 3.27311 -0.02 0.33 0.76
H 3.31812 -2.87237 0.34110 0.18 0.09 0.33
H 3.66562 -1.33596 0.40707 0.24 -0.04 0.01
O 2.97269 -1.97917 0.25657 -0.18 -0.25 -0.32
H -0.15168 -1.17763 3.42146 -0.73 0.45 0.12
H -1.35889 -2.20968 3.67216 0.47 0.53 0.11
O -0.58513 -1.99127 3.13681 0.17 -1.32 -0.03
H 1.97682 2.22402 -3.27843 0.10 0.01 -0.25
H 0.44501 2.48135 -3.01696 0.43 -0.36 -0.40
O 1.31214 2.29981 -2.59894 -0.40 0.31 0.60
H -0.46247 0.85267 -4.00722 -0.81 0.01 0.35
H 0.09472 1.70435 -4.98436 -0.17 0.72 -0.49
O -0.62552 1.76474 -4.34388 0.64 -0.93 -0.11
H 1.19085 3.01769 -1.11873 0.14 0.11 0.68
H 1.63925 4.15521 -0.19762 -0.05 0.12 0.24
O 1.07933 3.37551 -0.19520 0.21 -0.22 -0.97
H 2.38373 -2.32272 -2.68510 0.09 -0.04 0.15
H 2.00315 -1.87537 -1.26066 -0.23 0.24 -0.11
O 1.68444 -1.88390 -2.19110 0.26 -0.24 -0.22
H 0.55170 -1.45921 -3.49263 -0.44 0.36 0.40
H -0.05734 -1.44170 -4.89881 -0.20 0.02 -0.11
O -0.18912 -1.08064 -4.01763 0.49 -0.08 -0.20
```
Forces are in eV/Å.

The HOMO energy (spin up / spin down) is -0.111 / -0.273 hartree. The total energy is -30184.2705 eV. The expectation value of S² is 0.753. The spin multiplicity is 2.

[2]
DFT (ωB97M-V/def2-TZVPD) results for C5H6O5Tl as an isolated structure.

```
17
Properties=species:S:1:pos:R:3:forces:R:3
H 3.44231 2.18500 -0.05163 -0.24 -0.10 0.51
O 0.33075 2.91303 0.15284 3.76 -1.02 1.78
C 2.73321 2.71220 0.58486 0.41 -0.84 0.03
C 1.43163 2.52589 0.43466 -2.23 3.32 -1.44
H 3.06543 3.38321 1.37792 -0.18 -0.28 -0.28
H 1.31961 -1.76633 0.44734 -0.13 0.00 0.07
C 0.36283 -1.20412 0.38294 0.36 0.17 -0.07
C -0.41916 -1.80562 -0.78868 0.34 -0.28 0.12
O -1.55315 -0.98506 -1.01388 0.33 -0.66 -1.03
C -2.74218 -1.10785 -0.29877 -1.07 -2.22 0.23
O -3.17699 -2.23943 -0.09757 0.23 0.52 0.12
O -3.20554 0.02415 -0.02161 -2.20 -1.48 0.73
Tl -1.44617 1.22980 -0.30941 0.94 2.96 -1.00
O 0.56605 0.15297 0.21441 -0.07 -0.30 0.17
H -0.20099 -1.42445 1.31702 0.08 -0.09 -0.15
H -0.66768 -2.86269 -0.61044 -0.29 0.30 -0.04
H 0.16005 -1.73070 -1.72000 -0.03 0.00 0.26
```
Forces are in eV/Å.

The HOMO energy is -0.125 hartree. The total energy is -20212.3197 eV. Its charge is -1.